DFT (ωB97M-V with the def2-TZVPD basis set) results for a molecular structure, C36H15F15GeMnN2O2SSe2.

Its spin multiplicity is 4. The LUMO energy (alpha / beta) is -1.68 / -0.77 eV. For the strongest force on any atom, the calculation gives 0.700 eV/Å. As for the total energy: -11567.7615 hartree.

Each line ends with the Mulliken charge.
Atoms and positions in Å:
Se -2.4348 -1.0179 3.0654  0.13
Se -4.2234 0.3798 3.5234  -0.10
Ge 1.8539 0.6022 0.9784  1.57
Mn -1.8693 0.4408 0.5380  -1.41
S -0.0899 1.5098 1.4924  -0.21
F 0.5495 -4.3542 2.0886  -0.38
F 3.0991 -1.1179 -1.4376  -0.37
F 2.5433 3.2761 2.1532  -0.35
F 3.0033 -3.7447 -1.8756  -0.39
F 4.8753 1.5306 0.6186  -0.33
F 0.8020 1.6214 -1.7444  -0.09
F 4.6081 3.6556 -3.5350  -0.30
F 1.7430 -5.3870 -0.1219  -0.36
F 6.0393 2.9099 -1.3562  -0.30
F 0.6318 -1.7104 2.5460  -0.60
F 4.6770 -0.4896 5.4068  -0.30
F 4.9109 2.1376 6.0244  -0.30
F 3.3882 -1.2472 3.1895  -0.26
F 3.8414 4.0232 4.3909  -0.29
F 1.9723 3.0024 -3.7180  -0.31
O -0.8524 -0.8344 -0.3684  0.86
O -0.9911 -3.0201 -0.6958  -0.74
N -3.0197 1.7023 1.3020  0.80
N -3.3295 -1.1002 0.4648  0.39
C 1.8785 -1.3180 0.5901  -0.63
C 4.2606 1.7711 4.9255  0.71
C 1.2466 -2.1935 1.4546  0.81
C 4.0189 2.9826 -2.5530  0.75
C -2.7665 2.8387 0.4014  0.27
C 4.1192 1.9000 -0.4246  0.53
C -4.9278 2.7713 2.2185  -1.02
C 0.1282 -2.5655 -4.7102  -0.99
C -0.4722 -0.2425 -4.5266  -1.04
C -2.1542 2.0704 -0.7522  -0.14
C -4.3807 -2.8773 -0.7136  -0.89
C -3.8950 -1.5865 -0.6422  -0.50
C 3.7115 2.7315 4.0930  0.04
C 2.8875 0.9919 2.6093  -0.81
C -0.8254 -1.8934 -1.1299  0.58
C 4.7460 2.6024 -1.4386  0.17
C 3.4581 0.0619 3.4596  0.58
C -4.0319 3.5978 0.1126  -1.42
C -5.0009 3.6057 1.0329  -0.19
C 1.8020 -4.0821 0.1165  0.81
C -0.1336 -2.7420 -3.3621  -0.43
C -4.2567 -3.6961 0.3944  -0.17
C 2.4681 -1.8791 -0.5316  0.53
C 4.1381 0.4308 4.6083  0.02
C -0.0444 -1.3163 -5.2940  -0.41
C 2.6790 2.6510 -2.6433  -0.13
C -0.5514 -1.6646 -2.5861  0.45
C -3.9932 1.7917 2.2257  0.50
C 3.0412 2.3247 2.9565  0.20
C 2.0917 1.9512 -1.6073  -0.10
C -3.6836 -3.1918 1.5507  -0.92
C -0.7175 -0.4156 -3.1721  0.33
C -3.2426 -1.8831 1.5431  0.33
C 2.7771 1.5663 -0.4713  -0.44
C 1.1988 -3.5548 1.2434  0.08
C 2.4374 -3.2417 -0.7780  0.19
H -3.9349 -0.9200 -1.4955  0.51
H 0.4683 -3.4009 -5.3079  0.43
H 0.1588 -1.1799 -6.3483  0.41
H -1.2212 2.3932 -1.1896  0.25
H -0.6027 0.7322 -4.9785  0.47
H -5.6841 2.8279 2.9876  0.39
H -5.8913 4.2032 0.8800  0.40
H -2.8853 1.6386 -1.4380  0.38
H -4.8212 -3.2352 -1.6327  0.47
H -4.6024 -4.7205 0.3614  0.41
H -1.0227 0.4222 -2.5618  0.12
H -4.0982 4.1746 -0.8009  0.43
H -0.0176 -3.7085 -2.8896  0.50
H -3.5777 -3.7921 2.4423  0.49
H -2.0068 3.5002 0.8429  0.35

DFT (ωB97M-V with the def2-TZVPD basis set) results for 2 unconnected molecules or ions with the total composition C2HClNOS2 at a distorted geometry.

The LUMO energy is 3.49 eV. For the strongest force on any atom, the calculation gives 1.939 eV/Å. Its energy relative to the best compared isomer or geometry (same formula, charge and spin) is 1.2 kJ/mol. The charge is -1. As for the total energy: -1463.4568 hartree.

Each line ends with the Mulliken charge.
Atoms and positions in Å:
Cl 2.5609 -1.1592 1.5824  -0.30
S 1.2666 -0.0231 -1.3664  -0.48
S -1.0785 -1.7206 -1.1484  -0.38
O -2.0666 1.6720 1.3969  -0.47
N -1.0924 0.8417 -0.5440  -0.24
C -0.3038 -0.2653 -0.9598  0.10
C -1.5454 1.1072 0.5202  0.60
H 2.2593 -0.4526 0.5190  0.17

DFT (ωB97M-V with the def2-TZVPD basis set) results for a molecular structure, C52H64F3O9PSSeW at a distorted geometry.

The LUMO energy is -7.53 eV. For the strongest force on any atom, the calculation gives 2.632 eV/Å. Its energy relative to the best compared isomer or geometry (same formula, charge and spin) is 242.9 kJ/mol. The charge is +2. As for the total energy: -6204.1946 hartree.

Each line ends with the Mulliken charge.
Atoms and positions in Å:
W -0.9445 -0.7307 -0.1535  -0.27
Se 0.4806 -0.4673 -2.4037  0.17
S -3.7719 -0.5182 -0.9022  1.80
P -2.6536 0.3531 1.9133  1.89
F 0.1043 -3.9304 -3.0169  -0.22
F -1.2490 -2.4604 -3.8162  -0.27
F -1.7540 -4.5695 -3.9235  -0.25
O -4.4742 -1.0664 -1.9956  -0.72
O -0.4245 1.0722 -0.1748  0.91
O -1.4919 -2.3143 -1.2577  0.08
O 0.4792 -0.4228 2.1550  0.87
O -2.4128 -4.3528 -1.1738  -0.56
O -2.4029 0.0758 -1.2678  -1.05
O -3.3654 -1.4344 0.1934  -0.56
O -1.4059 -2.2880 2.0422  0.00
O 0.5346 -1.7884 0.0842  1.62
C -4.5994 0.8177 -0.1058  0.78
C 1.8404 -0.0107 1.9586  -1.08
C 6.1890 -1.1507 -2.3390  -1.69
C 0.9543 1.3858 -2.0455  0.44
C -2.6662 2.0513 4.2238  -0.12
C -3.6618 -0.6491 3.0955  0.91
C -5.6480 -1.9357 3.5851  -0.73
C 4.1022 4.0586 -3.3189  -1.61
C 1.7555 2.1138 -2.9050  -0.84
C -1.2087 -3.6433 -3.1690  0.76
C 5.4023 -2.8762 -3.9673  -1.63
C -5.2128 -2.1437 4.8841  -0.91
C 2.0531 -4.4568 0.6638  2.19
C -3.2316 -0.8685 4.4050  -0.68
C 2.4215 3.9629 -5.1805  -1.61
C 2.6673 -5.7894 0.2177  -2.09
C -0.5907 -2.3588 3.2222  -1.02
C -4.7238 2.3154 1.7352  -1.00
C 0.0920 1.9743 -1.1008  0.67
C -4.0019 -1.6067 5.2884  -1.00
C 4.1529 -2.4939 -1.8673  -0.25
C 3.2151 -1.5812 -2.3507  -0.73
C 1.7337 3.5042 -2.8409  -0.74
C -6.3207 2.4735 -0.0652  -1.05
C -5.6894 1.4177 -0.7062  -0.56
C -0.1231 3.0260 3.7106  -0.64
C -1.9860 1.6131 3.0882  1.13
C 3.7201 -3.3797 -0.8905  -0.62
C 5.5407 -2.5336 -2.4792  1.96
C 2.6490 4.3451 -3.7126  1.89
C 2.4743 -3.3260 -0.2634  -0.69
C -1.4374 5.5532 -0.9118  -2.41
C -0.7079 2.1165 2.8479  -0.80
C 1.6633 -2.2313 -0.5765  0.96
C -1.4677 4.0225 -0.8693  2.35
C -1.8213 -3.4798 -1.7359  -0.31
C -4.0899 1.2362 1.1217  0.29
C -2.0895 2.9834 5.0699  -1.05
C -5.8286 2.9175 1.1519  -0.47
C 2.0045 -1.4617 -1.7017  -0.09
C 0.7308 4.0611 -2.0612  -0.51
C 0.2306 -1.0711 3.4082  -1.51
C -4.8807 -1.1966 2.6986  -0.91
C -2.2965 -3.4294 1.9870  -1.04
C -1.9552 3.6121 0.5085  -0.79
C -0.8178 3.4720 4.8218  -1.08
C 6.4620 -3.5649 -1.8270  -2.18
C 2.3916 5.8458 -3.5602  -2.08
C 2.5352 -4.1325 2.0816  -1.92
C -2.4674 3.5104 -1.9260  -1.43
C -0.1532 3.3519 -1.2477  -0.42
C 0.5330 -4.6516 0.6148  -1.03
H -6.0236 1.0382 -1.6583  0.64
H 2.3736 -4.9795 2.7460  0.46
H 3.5996 -3.9108 2.0631  0.30
H -2.0077 2.5247 0.5649  -1.32
H 7.1650 -1.1607 -2.8155  0.47
H -6.3114 3.7391 1.6587  0.50
H 0.5884 5.1227 -2.1195  0.71
H -3.6417 1.6575 4.4661  0.64
H -2.1248 3.7618 -2.9276  0.37
H 5.5894 -0.3792 -2.8114  0.35
H 2.3543 1.5821 -3.6275  0.57
H 3.7268 -5.8582 0.4362  0.46
H -6.5955 -2.3384 3.2614  0.50
H 0.2244 -5.3848 1.3581  0.61
H -1.8407 -4.2892 2.4789  0.66
H -0.0109 -3.7223 0.7821  -0.67
H 2.1748 -6.5985 0.7475  0.47
H 3.0961 6.3914 -4.1810  0.44
H -3.4421 3.9683 -1.7701  0.49
H -1.3510 5.9328 -1.9249  0.47
H -2.3747 5.9267 -0.5048  0.47
H -1.2864 3.9921 1.2754  0.49
H -2.4929 -3.6641 0.9408  0.08
H 0.2534 -5.0310 -0.3656  0.40
H 2.5335 6.1745 -2.5337  0.42
H 6.3233 -0.8952 -1.2919  0.37
H 1.3800 4.1103 -5.4534  0.36
H -0.3736 4.1888 5.4935  0.46
H -2.3105 -0.4309 4.7619  0.71
H -3.2375 -3.1772 2.4757  0.10
H 2.0166 -3.2637 2.4812  0.36
H 6.5665 -3.3923 -0.7594  0.42
H -7.1839 2.9443 -0.5090  0.45
H 4.3802 -4.1761 -0.6015  0.61
H 1.3920 6.1126 -3.8930  0.44
H 2.5111 -5.9498 -0.8440  0.44
H 2.6858 2.9279 -5.3713  0.37
H 4.8703 -2.0993 -4.5085  0.37
H 0.0698 -3.2284 3.1270  1.00
H 7.4496 -3.4799 -2.2715  0.46
H 6.1093 -4.5772 -2.0014  0.43
H 3.4046 -0.9739 -3.2222  0.66
H -0.1722 1.8008 1.9620  -0.06
H -2.6341 3.3201 5.9365  0.51
H 4.8658 -3.8129 -4.0901  0.36
H -0.6258 5.9487 -0.3071  0.46
H -4.3486 2.6953 2.6722  0.45
H 0.8693 3.3962 3.5065  0.57
H 3.0352 4.5938 -5.8162  0.46
H -3.6600 -1.7487 6.3024  0.53
H 4.2790 4.3617 -2.2902  0.38
H 2.1522 0.6568 2.7664  0.41
H -5.2297 -1.0587 1.6863  0.16
H -2.9495 4.0157 0.6809  0.70
H -2.5745 2.4248 -1.8625  -0.11
H 1.1747 -1.3208 3.9014  0.81
H -1.2349 -2.5010 4.0983  0.74
H -0.3149 -0.3544 4.0315  0.17
H 4.3295 3.0018 -3.4176  0.30
H 1.8576 0.5351 1.0076  0.04
H 4.7770 4.6173 -3.9610  0.47
H 2.5063 -0.8772 1.9064  0.30
H -5.8062 -2.7189 5.5778  0.45
H 6.3894 -2.9826 -4.4078  0.47

DFT (ωB97M-V with the def2-TZVPD basis set) results for a molecular structure, C24H42F4N3PSeTi at a distorted geometry.

Its spin multiplicity is 2. The LUMO energy (alpha / beta) is 2.60 / 2.31 eV. For the strongest force on any atom, the calculation gives 1.819 eV/Å. Its energy relative to the best compared isomer or geometry (same formula, charge and spin) is 19.7 kJ/mol. The charge is -1. As for the total energy: -5095.8104 hartree.

Each line ends with the Mulliken charge.
Atoms and positions in Å:
Se -3.3559 -0.5955 -0.1641  -0.51
Ti -1.1126 -1.6555 0.2362  -0.94
P -0.1226 1.5643 0.5804  -1.19
F 2.9073 -3.9958 4.0283  -0.37
F 2.9940 -3.7682 1.3485  -0.38
F -1.8922 -3.2592 0.2384  -0.51
F -1.2990 -1.9236 4.1913  -0.40
N -0.5155 0.1353 0.1157  0.68
N 0.7024 -2.3717 0.0311  1.64
N -0.4583 -2.2379 -2.3847  0.96
C -0.2335 1.9095 2.4621  2.33
C -1.5198 1.2650 2.9886  -1.40
C 1.7298 1.9191 -1.4656  -2.19
C 0.7980 -2.9653 4.1413  -0.96
C 1.9129 -3.2777 2.0184  -0.04
C 1.7072 1.8490 0.0672  2.52
C 1.0030 -2.2148 -2.3091  -1.07
C -0.6761 -4.3747 -3.7604  -1.43
C 0.8603 -2.6474 1.3504  -0.29
C -2.5424 2.9836 0.3654  -1.82
C 1.8648 -3.4120 3.3949  0.50
C 0.9370 1.1862 3.1412  -1.70
C -1.1790 2.8818 -0.3303  2.50
C 2.3836 3.0941 0.6413  -2.03
C -2.3815 -1.3256 -3.7326  -1.28
C 1.5278 -2.8554 -1.0284  -1.22
C -0.9932 -3.6057 -2.4731  -0.76
C -1.4558 2.3345 -1.7390  -1.49
C -0.1872 3.3851 2.8629  -2.07
C -0.5713 4.2836 -0.4019  -2.14
C -0.2485 -2.3622 3.4398  1.09
C -0.8794 -1.3924 -3.5075  -0.31
C -0.2516 -2.1561 2.0957  0.39
C 2.4984 0.5871 0.4393  -2.20
H 1.4648 -2.6958 -3.1839  0.46
H -1.3082 4.9614 -0.8442  0.54
H -2.4839 3.5002 1.3219  0.29
H 3.4235 0.5524 -0.1449  0.62
H 1.8227 4.0038 0.4249  0.29
H -1.1068 -3.8924 -4.6397  0.28
H -0.1678 3.4398 3.9555  0.56
H -2.7853 -2.2732 -4.0935  0.38
H 0.3224 4.3221 -1.0235  0.28
H -2.2891 2.8842 -2.1870  0.53
H -2.4196 1.7705 2.6465  0.27
H -1.5814 0.2252 2.6828  0.01
H 1.9084 -0.2994 0.2018  0.54
H -0.6001 2.4261 -2.4054  0.25
H 2.7634 1.8491 -1.8170  0.61
H -0.3919 -1.7271 -4.4380  0.47
H -1.1016 -5.3761 -3.6829  0.45
H 0.7821 -3.0745 5.2162  0.46
H 2.5792 -2.5683 -0.9055  0.50
H -3.2247 3.5516 -0.2742  0.59
H 1.3067 -1.1655 -2.3064  0.26
H -0.6075 -4.1645 -1.6238  0.39
H 3.3767 3.1973 0.1914  0.53
H 2.7752 0.5472 1.4904  0.22
H -1.0616 3.9391 2.5237  0.25
H 1.5066 -3.9536 -1.1008  0.53
H -2.5951 -0.5616 -4.4830  0.42
H 1.0472 0.1794 2.7461  0.01
H 0.7257 1.0973 4.2103  0.66
H -2.8904 -1.0544 -2.8092  0.06
H -0.5094 -0.3857 -3.2972  -0.08
H -1.7409 1.2832 -1.6683  0.20
H -2.0716 -3.5445 -2.3398  0.55
H 0.7080 3.8835 2.4869  0.28
H -2.9811 1.9958 0.5099  0.11
H 0.3992 -4.4814 -3.9138  0.27
H -0.3224 4.6644 0.5901  0.27
H 2.5200 3.0218 1.7193  0.30
H 1.1697 1.0794 -1.8821  0.34
H -1.5079 1.2843 4.0823  0.53
H 1.3182 2.8506 -1.8517  0.40
H 1.8777 1.7266 3.0344  0.24